[1]
49
Properties=species:S:1:pos:R:3 method="wB97M-V/def2-TZVPD" total_energy_ha=-4420.40455 e_lumo_ev="-9.3 / -10.4" homo_lumo_gap_ev="7.42 / 6.29" de_lowest_kj_mol=60.5 homo_energy_ev="-16.75 / -16.73" s_squared=0.756 total_charge=+3 multiplicity=2
Au 1.0017 -0.7542 1.0773
Br 5.8121 -3.9697 0.3198
C 5.0975 -2.2623 0.7780
C 5.9229 -1.2570 1.3135
C 5.3044 -0.0487 1.6392
C 3.9588 0.1246 1.4104
N 3.1735 -0.8559 0.8877
C 3.7466 -2.0307 0.5777
H 6.9791 -1.4101 1.4632
H 5.8801 0.7626 2.0602
H 3.4624 1.0566 1.6252
H 3.1099 -2.7961 0.1671
S 2.4000 -2.5247 3.7216
C 1.4563 -1.7638 2.7705
N -1.1065 -0.9026 0.8027
C -2.2257 -1.2074 0.8152
N -3.4937 -1.4174 0.7631
C -4.2519 -0.8300 -0.3271
C -5.1226 -1.9001 -1.0059
C -6.0084 -2.5856 0.0170
C -5.1835 -3.1827 1.1403
C -4.2352 -2.1436 1.7695
H -3.5693 -0.3831 -1.0529
H -4.9000 -0.0474 0.0800
H -4.4566 -2.6288 -1.4754
H -5.7245 -1.4231 -1.7805
H -6.5845 -3.3815 -0.4706
H -6.7537 -1.8848 0.4102
H -4.5775 -4.0096 0.7571
H -5.8364 -3.5701 1.9232
H -3.5467 -2.6251 2.4634
H -4.8450 -1.4242 2.3272
N 3.5063 3.1369 -2.4581
C 2.4953 2.0636 -2.5544
P 1.4101 2.2784 -1.0275
O 2.1896 3.2780 -0.2213
O 1.0094 0.9649 -0.4595
C -0.1354 3.2750 -1.4944
N -0.1112 4.4701 -0.6224
H 3.3334 3.5263 -1.4780
H 3.3918 3.8713 -3.1646
H 4.4743 2.8047 -2.5206
H 2.9519 1.0799 -2.4395
H 1.9604 2.0769 -3.5020
H -1.0082 2.6574 -1.2945
H -0.1542 3.5516 -2.5453
H -0.0597 5.3581 -1.1363
H 0.7796 4.3601 -0.0547
H -0.9181 4.5222 0.0076

=====

[2]
49
Properties=species:S:1:pos:R:3 method="wB97M-V/def2-TZVPD" total_energy_ha=-1556.79313 e_lumo_ev=-0.4 homo_lumo_gap_ev=8.60 homo_energy_ev=-8.96 total_charge=0
C -0.6316 -0.6772 -0.8824
O -0.5089 0.0936 -2.0803
B 0.1832 -0.4598 -3.1370
O 0.9950 0.3326 -3.8836
C -0.0201 -1.9692 -3.5335
C 1.0122 -2.8529 -3.4937
C 0.7772 -4.1994 -3.8691
N 1.6529 -5.2108 -3.8807
S 0.8508 -6.4974 -4.3966
N -0.6048 -5.8820 -4.6302
C -0.5257 -4.5859 -4.3020
C -1.5911 -3.6537 -4.3246
C -1.3560 -2.3714 -3.9338
B -2.5205 -1.3133 -3.8756
C -3.7156 -1.5680 -2.8890
O -2.4671 -0.1942 -4.6786
H -1.2920 -1.5341 -1.0193
H 0.3441 -1.0259 -0.5510
H -1.0602 -0.0342 -0.1192
H 0.9526 1.2488 -3.5851
H 2.0003 -2.5472 -3.1786
H -2.5698 -3.9874 -4.6426
H -4.1659 -2.5305 -3.1431
H -4.4647 -0.7788 -2.8859
H -3.3387 -1.6851 -1.8703
H -2.5709 0.6154 -4.1674
C 0.6192 0.6346 6.2998
O 1.2045 1.3417 5.2315
C 1.7955 0.4813 4.2757
C 1.9820 1.1900 2.9544
O 0.7968 1.2962 2.1806
C -0.1591 2.2622 2.5902
C 0.2302 3.6885 2.2776
O 1.1517 4.1810 3.2323
C 1.8657 5.2998 2.7606
H 1.3659 0.0492 6.8492
H 0.1785 1.3661 6.9740
H -0.1687 -0.0393 5.9431
H 1.1674 -0.4055 4.1238
H 2.7781 0.1555 4.6456
H 2.6570 0.5801 2.3503
H 2.4504 2.1653 3.1014
H -0.4098 2.1517 3.6471
H -1.0537 2.0340 2.0064
H -0.6731 4.3148 2.2966
H 0.6660 3.7301 1.2714
H 2.4483 5.0488 1.8663
H 2.5486 5.6084 3.5493
H 1.1940 6.1339 2.5258

=====

[3]
45
Properties=species:S:1:pos:R:3 method="wB97M-V/def2-TZVPD" total_energy_ha=-1102.10495 e_lumo_ev=-0.3 homo_lumo_gap_ev=8.29 homo_energy_ev=-8.64 smiles=COCCCCCCCBC(F)(F)C(F)F.c1cc[nH]c1 total_charge=0
C 2.9377 -3.3352 0.1384
O 1.7433 -4.0504 -0.0975
C 0.5862 -3.2503 -0.2671
C 0.1269 -3.2351 -1.7234
C -0.8580 -2.1029 -2.0279
C -2.2390 -2.2546 -1.3607
C -2.8196 -0.9348 -0.8404
C -1.9346 -0.2299 0.2076
C -1.1537 1.0196 -0.3036
B 0.3802 0.8596 -0.1818
C 1.3901 1.2085 -1.3848
F 1.1437 0.4411 -2.4896
F 1.1525 2.5252 -1.7380
C 2.8794 1.1085 -1.0471
F 3.2406 -0.1919 -1.0998
F 3.6321 1.7918 -1.9295
H 3.6489 -4.0227 0.6024
H 3.3751 -2.9597 -0.7968
H 2.7690 -2.4921 0.8208
H 0.7884 -2.2150 0.0520
H -0.1891 -3.6570 0.3933
H -0.3112 -4.2040 -1.9941
H 1.0209 -3.1155 -2.3473
H -0.9923 -2.0371 -3.1126
H -0.3969 -1.1617 -1.7095
H -2.2054 -2.9775 -0.5373
H -2.9391 -2.6701 -2.0955
H -3.0257 -0.2631 -1.6824
H -3.7905 -1.1505 -0.3797
H -1.2431 -0.9648 0.6403
H -2.5685 0.0901 1.0395
H -1.4602 1.3095 -1.3138
H -1.3919 1.8706 0.3569
H 0.8457 0.5458 0.8741
H 3.0937 1.4763 -0.0389
C -1.5545 4.2315 3.2481
C -0.5053 3.4789 3.8434
C 0.4884 3.3548 2.9099
N 0.0794 4.0035 1.7759
C -1.1641 4.5400 1.9725
H -2.4875 4.5145 3.7057
H -0.4834 3.0767 4.8423
H 1.4452 2.8633 2.9571
H 0.6082 4.0749 0.9254
H -1.6618 5.0912 1.1933

=====

Calculated max |F|, 3.1; 1.0; 0.3 eV/A (same order as the records).